{
  "formula": "C30H67N9O12",
  "method": "ωB97M-V with the def2-TZVPD basis set",
  "e_above_lowest_kcal_mol": 123.8,
  "molar_mass_g_mol": 745.92,
  "lumo_energy_ev": 0.49,
  "homo_lumo_gap_ev": 9.0,
  "smiles": "O=C1OCCO1.CN(C)C=O.CN(C)C=O.CN(C)C=O.CN(C)C=O.CN(C)C=O.CN(C)C=O.CN(C)C=O.CN(C)C=O.CN(C)C=O",
  "elements": ["O", "O", "O", "O", "O", "O", "O", "O", "O", "O", "O", "O", "N", "N", "N", "N", "N", "N", "N", "N", "N", "C", "C", "C", "C", "C", "C", "C", "C", "C", "C", "C", "C", "C", "C", "C", "C", "C", "C", "C", "C", "C", "C", "C", "C", "C", "C", "C", "C", "C", "C", "H", "H", "H", "H", "H", "H", "H", "H", "H", "H", "H", "H", "H", "H", "H", "H", "H", "H", "H", "H", "H", "H", "H", "H", "H", "H", "H", "H", "H", "H", "H", "H", "H", "H", "H", "H", "H", "H", "H", "H", "H", "H", "H", "H", "H", "H", "H", "H", "H", "H", "H", "H", "H", "H", "H", "H", "H", "H", "H", "H", "H", "H", "H", "H", "H", "H", "H"],
  "xyz": [[-1.5064, -3.5944, 5.7232], [4.7235, 0.4407, 0.9334], [0.6327, 1.0163, 1.0665], [-0.2360, 2.0544, -0.6968], [-0.2090, -0.1873, -0.5974], [-2.7971, 1.7952, -3.0798], [0.1142, 2.3271, -6.8763], [2.6057, 0.2822, -1.9535], [1.2306, -3.1853, 2.2925], [-5.6087, 1.9254, 3.1143], [-2.1767, -2.9141, -1.3881], [1.8725, 2.4928, 3.1245], [1.6983, 3.9262, 1.3330], [4.1363, -0.8391, 2.7129], [-3.0304, -2.0271, 5.1598], [-1.8451, 3.6818, -2.2341], [-3.7170, 1.8873, 1.9013], [-3.1146, -2.7487, -3.4917], [4.8378, -0.0195, -2.4668], [0.2427, 1.0308, -5.0956], [-0.3484, -4.5353, 1.4432], [4.6957, -2.0138, 2.1859], [6.1831, 0.4800, -2.2219], [-0.4507, 1.7221, -5.9807], [-2.5968, -3.4350, -2.3880], [1.3994, 3.4987, 2.5767], [0.0860, 1.0436, -0.1373], [-3.4102, -1.3547, -3.3668], [4.0385, -0.8171, 4.1654], [0.8740, -0.3423, 1.4858], [0.6331, -1.0880, 0.1460], [-0.4008, 0.2355, -4.0497], [-0.6311, 3.5477, -3.0062], [0.2995, -4.7951, 0.2439], [-4.3263, -1.3852, 5.3857], [-2.9395, 1.1614, 0.8833], [2.7417, 3.2627, 0.6661], [-1.7752, -4.9715, 1.5634], [-4.9782, 1.4563, 2.1794], [3.7948, 0.5951, -1.9030], [1.6893, 0.9576, -5.1293], [-2.7873, 2.7323, -2.2488], [-1.8624, 4.5570, -1.0810], [-2.6292, -3.1328, 5.7791], [4.2404, 0.3465, 2.0237], [-3.4632, -3.4898, -4.6896], [0.1413, -3.6808, 2.3639], [4.6294, -1.4434, -2.7650], [-2.9576, 2.7062, 2.8079], [1.1608, 5.1640, 0.7492], [-2.1346, -1.2169, 4.3709], [1.9432, 0.2041, -5.9133], [6.8784, -0.2633, -1.8223], [-3.1303, -1.0305, -2.3753], [0.2122, -5.8851, 0.1457], [-1.4439, 5.5151, -1.3909], [-2.1049, -4.8578, 2.5758], [3.7698, 3.6711, 0.8845], [-4.9520, -2.0660, 5.9098], [-1.4268, 0.5504, -3.8395], [-1.5436, 1.6665, -5.7107], [-2.1334, 2.1125, 3.1382], [-2.9066, -3.1625, -5.5697], [4.6389, -2.0077, 1.0995], [-4.5101, -1.2229, -3.3393], [1.5230, -1.2068, -0.4649], [5.7281, -2.1455, 2.4650], [-3.1294, -4.5090, -4.3980], [6.1854, 1.3584, -1.5751], [-3.4176, -3.6362, 6.3411], [-3.6306, 0.7044, 0.1483], [1.8846, -0.3686, 1.8396], [-2.2212, 1.8038, 0.3638], [-4.1842, -0.5071, 6.0185], [3.2614, -1.5019, 4.4955], [-0.3121, 2.5303, -2.9878], [3.7036, -1.7034, -3.2495], [-0.2090, -4.2288, -0.5486], [0.5158, 4.0464, 2.9500], [-3.5358, 3.0270, 3.7174], [5.5036, -1.7933, -3.3648], [2.8357, 2.2433, 1.0606], [3.7237, 0.1723, 4.4702], [-5.3750, 0.7521, 1.4401], [-0.4442, -3.4229, 3.3003], [-2.6535, -4.5605, -2.4725], [4.1837, -2.8973, 2.5542], [0.1010, -2.0159, 0.2115], [-0.3713, -0.8601, -4.3211], [-4.7767, -1.1291, 4.4347], [-1.8323, -6.0077, 1.2957], [-4.4870, -3.4793, -5.0190], [0.1625, 4.2222, -2.5783], [-2.8684, 4.7553, -0.7313], [-2.6693, 3.5987, 2.2429], [5.0504, -1.1016, 4.5810], [-1.3173, 3.9742, -0.3337], [0.3655, 5.5473, 1.3556], [1.9974, 0.5180, -4.1675], [-2.4289, -4.4385, 0.8387], [3.8047, 1.1397, 2.6446], [1.9470, 5.8709, 0.7430], [2.1745, 1.9046, -5.3157], [1.3385, -4.4040, 0.2542], [2.5409, 3.2784, -0.3800], [0.1555, -0.5834, 2.2712], [4.6259, -1.9885, -1.7470], [0.7360, 4.9479, -0.2134], [-2.2863, 0.4259, 1.3032], [4.1666, 1.4959, -1.3557], [6.6526, 0.8016, -3.1593], [-0.7459, 3.8638, -4.0543], [-2.9292, -0.7946, -4.1922], [-3.5286, 2.8392, -1.4416], [-2.4898, -1.2691, 3.3623], [0.2318, 0.2690, -3.1463], [-2.1599, -0.2055, 4.7148], [-1.1558, -1.6657, 4.4734]],
  "atomic_forces_ev_per_a": [[0.37, -0.20, -0.13], [0.39, 0.49, -1.66], [0.24, 0.11, 0.16], [0.25, 0.09, 0.04], [0.53, 0.63, 0.42], [-0.58, 1.53, 1.56], [-0.80, 0.44, -0.54], [0.98, -0.21, 0.12], [2.13, 1.01, -0.38], [-0.32, -0.77, -0.30], [0.21, 0.33, 0.73], [-0.25, 1.61, -0.28], [-0.57, 0.65, 1.12], [-0.22, 1.31, 0.50], [-1.05, 1.33, -0.11], [-1.20, 0.23, 0.10], [-0.18, -1.50, -1.01], [0.38, -1.47, 1.20], [-0.47, -1.13, -0.08], [0.11, -0.78, 1.94], [-2.97, 0.80, 2.91], [0.14, -1.31, -0.98], [0.57, 0.11, -0.71], [-0.08, 0.17, 0.11], [-1.01, -0.06, -1.72], [-0.78, -1.27, -0.24], [-0.97, -0.13, -0.40], [-0.82, 0.39, -0.27], [0.53, -0.17, -0.27], [-0.60, 0.00, -1.16], [0.00, -0.02, 0.16], [0.72, -1.30, -0.11], [0.65, 1.41, -0.37], [0.97, 0.00, -1.53], [1.01, -0.33, 0.13], [-0.57, 0.75, -0.43], [2.22, -0.76, 0.38], [1.02, 0.76, -1.18], [0.44, 1.70, 0.81], [-0.45, 1.64, 0.72], [-0.14, -1.70, -0.30], [0.67, -1.67, -2.01], [0.44, -0.25, -0.25], [0.29, -0.47, 0.16], [-0.32, -1.34, 2.30], [1.32, -0.84, 0.66], [-1.04, -0.24, 1.22], [1.83, -0.85, 1.42], [-1.13, 0.86, 0.53], [0.06, -1.58, 0.86], [0.12, -1.18, 0.37], [0.32, 0.72, 0.30], [-0.46, -0.15, 0.31], [0.73, 0.32, -0.05], [0.53, 0.23, -0.85], [0.31, -0.07, 0.48], [-0.18, 0.22, 0.51], [-0.87, 0.17, -0.34], [-0.70, -0.58, 0.40], [0.55, 0.04, -0.11], [0.47, 0.39, -0.77], [1.03, -0.04, 0.25], [0.38, 0.08, 0.16], [-0.02, 0.02, -0.01], [0.35, 0.11, -0.61], [0.32, -0.09, 0.29], [0.74, 0.13, 0.13], [-0.52, 0.28, -0.94], [-0.27, -0.25, 0.13], [-0.35, -0.02, 0.23], [0.51, 0.18, 0.39], [0.27, -0.41, 0.24], [-0.61, 0.35, -0.04], [-0.14, 0.17, -0.22], [0.13, -0.30, 0.09], [0.36, -0.52, 0.05], [-0.27, 0.49, -0.29], [-0.02, -0.56, -0.28], [0.27, 0.02, 0.52], [0.26, -0.46, -1.14], [-0.81, 0.10, 0.43], [-0.42, 0.26, -0.52], [0.20, 0.28, 0.25], [-0.09, -0.20, 0.03], [-0.28, -0.85, -1.08], [0.18, 0.78, -0.31], [-0.37, -0.03, 0.03], [-0.18, -0.37, 0.25], [-0.23, 0.82, 0.02], [-0.14, 0.21, -0.10], [0.04, -0.75, -0.03], [-0.77, 0.08, 0.52], [-0.79, -0.82, -0.21], [-0.27, -0.13, -0.07], [0.45, -0.04, 0.37], [-1.12, 0.37, -0.06], [0.26, 0.96, 0.48], [-0.46, 0.13, 0.54], [0.09, 0.45, -0.38], [0.44, 0.00, 0.53], [0.04, 0.52, -0.35], [0.74, 1.00, -0.47], [-0.05, 0.21, -0.16], [-0.54, -0.66, 0.25], [0.07, -0.21, -0.90], [0.13, -0.11, -0.06], [0.12, 0.51, -1.53], [0.15, 0.01, -0.58], [0.15, -0.93, 0.61], [-0.65, -0.19, -0.24], [-0.22, -0.03, -0.06], [-0.26, -0.09, 0.27], [-0.49, -0.05, 0.72], [-0.12, -0.04, -0.25], [0.07, 0.20, -0.92], [-0.54, 0.32, -0.16], [0.16, 0.74, 0.25], [0.35, 0.24, -0.17]]
}



{
  "formula": "C30H67NO9",
  "method": "ωB97M-V with the def2-TZVPD basis set",
  "molar_mass_g_mol": 585.86,
  "lumo_energy_ev": -0.56,
  "homo_lumo_gap_ev": 8.1,
  "smiles": "CCNC1=C(C)C(=O)C=CC1=O.CC(C)O.CC(C)O.CC(C)O.CC(C)O.CC(C)O.CC(C)O.CC(C)O",
  "elements": ["O", "O", "O", "O", "O", "O", "O", "O", "O", "N", "C", "C", "C", "C", "C", "C", "C", "C", "C", "C", "C", "C", "C", "C", "C", "C", "C", "C", "C", "C", "C", "C", "C", "C", "C", "C", "C", "C", "C", "C", "H", "H", "H", "H", "H", "H", "H", "H", "H", "H", "H", "H", "H", "H", "H", "H", "H", "H", "H", "H", "H", "H", "H", "H", "H", "H", "H", "H", "H", "H", "H", "H", "H", "H", "H", "H", "H", "H", "H", "H", "H", "H", "H", "H", "H", "H", "H", "H", "H", "H", "H", "H", "H", "H", "H", "H", "H", "H", "H", "H", "H", "H", "H", "H", "H", "H", "H"],
  "xyz": [[3.2543, 4.8732, -5.3056], [-3.9715, -1.6379, -1.3663], [2.4388, -9.1759, 1.6159], [-2.1345, 2.2697, 5.5290], [-2.1353, 5.9149, -3.0735], [-3.7619, -1.7147, 3.6809], [-0.4094, -5.1171, -1.6715], [-0.0222, 1.5441, -4.5081], [5.3054, 3.7118, -0.1989], [-3.9793, 3.7740, -3.0726], [0.6744, -5.2651, -0.7536], [1.7962, -4.3109, -1.1345], [-0.2311, 3.8238, -5.1100], [-3.8785, -0.5344, 4.4777], [-2.6798, 3.6498, -3.5996], [-1.5668, -1.6230, -1.5103], [4.8447, -9.1423, 1.4860], [5.8945, 2.3422, 1.6945], [-2.7451, -2.3049, 0.5991], [-2.1297, 2.4883, -3.9687], [-0.7514, 4.2352, 5.7092], [-0.5593, 2.6746, 3.7504], [3.6569, -9.8218, 3.5920], [-5.3334, -0.0962, 4.5284], [3.5895, 3.3085, 1.4443], [-0.7209, 2.5027, -4.5362], [-5.9764, 4.5789, -4.4201], [2.7934, 3.5701, -3.3305], [-3.3346, -0.8027, 5.8710], [1.1525, -6.7085, -0.7548], [-2.7775, -1.3961, -0.6195], [-0.7726, 4.9806, -4.7609], [3.8612, 4.2534, -4.1681], [-1.4983, 3.2993, 4.7715], [-5.0446, 3.4034, -4.0603], [-1.8942, 4.9489, -3.7295], [4.6103, 5.2975, -3.3572], [4.7994, 2.7412, 0.7174], [-2.8509, 1.1508, -3.8162], [3.6247, -8.9206, 2.3672], [-2.2923, -1.1250, 5.8194], [2.1618, -4.5257, -2.1430], [-4.5632, 3.0320, -4.9826], [3.1677, 2.5796, 2.1392], [-0.6378, -1.4263, -0.9708], [-0.0722, 3.4386, 3.1414], [5.5414, 1.5848, 2.3968], [4.8043, -8.4965, 0.6070], [-0.4228, 5.9195, -5.2031], [-3.7390, 1.1681, -4.4692], [3.5841, -7.8759, 2.6815], [5.0980, 4.8457, -2.4919], [5.7685, -8.9348, 2.0293], [-2.2872, 3.8495, 4.2558], [0.0149, 3.6915, 6.2697], [3.9293, 6.0791, -3.0059], [3.2310, 3.0719, -2.4629], [-2.8066, -0.3525, -0.2976], [-4.2873, -2.4083, 4.0969], [-5.4283, 5.5092, -4.6607], [-2.2305, 0.2822, -4.0755], [2.4604, -10.0969, 1.3308], [1.4974, -7.0020, -1.7512], [2.8159, 3.5987, 0.7310], [-5.7138, 0.0848, 3.5215], [0.3370, -7.3828, -0.4896], [-6.4985, 4.2961, -5.3571], [0.5892, 3.8797, -5.8403], [3.8610, 4.2079, 2.0048], [-3.9556, -2.5579, -1.6552], [-0.2699, 5.0455, 5.1585], [4.4992, 1.8727, 0.1283], [2.2558, 2.8287, -3.9248], [-0.0866, -5.3427, -2.5518], [-1.4482, 1.7736, 5.9911], [6.7591, 1.9460, 1.1594], [0.2923, -5.0061, 0.2357], [-5.5968, 2.5557, -3.6091], [-5.4504, 0.8166, 5.1155], [-3.2795, 0.2380, 3.9941], [5.5754, 4.4869, 0.3077], [-5.9587, -0.8780, 4.9704], [1.9693, -6.8562, -0.0465], [-3.1719, 1.0170, -2.7651], [5.3686, 5.7894, -3.9701], [-1.6068, -0.9720, -2.3840], [-3.8915, -1.6077, 6.3605], [-1.4345, 4.6686, 6.4415], [2.6315, 5.5340, -4.9805], [6.2410, 3.2101, 2.2632], [-6.7684, 4.7571, -3.6736], [-3.3941, 0.0906, 6.4946], [-2.7612, -3.3573, 0.2979], [1.4373, -3.2800, -1.1387], [3.6517, -10.8754, 3.2977], [-1.5420, -2.6516, -1.8811], [-4.1637, 4.7360, -2.7979], [4.5636, 3.5088, -4.5462], [2.6333, -4.3865, -0.4376], [-1.8511, -2.1284, 1.2001], [2.7724, -9.6592, 4.2100], [4.8780, -10.1737, 1.1231], [0.2130, 2.0799, 4.2475], [4.5454, -9.6346, 4.1981], [2.0525, 4.2952, -2.9791], [-3.6216, -2.1390, 1.2245], [-1.1061, 1.9988, 3.0902]],
  "atomic_forces_ev_per_a": [[0.08, -0.16, -0.31], [-0.18, 0.33, -0.04], [-0.14, 0.30, 0.01], [-0.32, 0.05, -0.08], [-0.73, 1.09, 0.83], [0.18, 0.08, -0.16], [-0.30, 0.12, 0.17], [1.08, -1.57, -0.19], [-0.03, -0.16, -0.29], [-0.08, 0.37, -0.97], [0.43, -0.22, -0.56], [-0.03, 0.24, 0.11], [0.35, 0.03, -0.60], [-0.41, -0.34, 0.38], [-0.08, 0.98, 0.32], [0.05, 0.16, -0.20], [0.07, 0.21, -0.12], [0.14, -0.19, -0.08], [-0.19, 0.06, 0.11], [0.57, -0.89, -0.48], [-0.14, 0.18, 0.09], [-0.12, -0.06, -0.21], [-0.11, 0.11, 0.20], [-0.08, 0.16, -0.16], [-0.22, -0.04, -0.12], [-1.53, 2.00, 0.20], [-0.27, -0.49, -0.58], [-0.07, -0.30, -0.08], [0.25, 0.05, 0.09], [-0.11, -0.09, 0.16], [0.25, -0.73, -0.08], [-0.83, -0.41, 0.53], [-0.39, 0.44, 0.48], [0.63, -0.21, 0.23], [-0.05, -0.32, 0.43], [0.99, -0.98, -1.36], [0.33, 0.06, -0.06], [0.12, 0.44, 0.53], [0.13, 0.40, 0.20], [0.18, -0.69, -0.12], [-0.01, 0.05, -0.04], [0.03, -0.12, 0.05], [-0.19, 0.22, 0.40], [0.00, 0.04, 0.01], [0.00, -0.03, -0.03], [0.02, -0.03, 0.01], [0.02, 0.03, 0.01], [0.00, 0.03, 0.06], [-0.29, -0.18, 0.54], [0.29, -0.29, 0.40], [-0.17, -0.01, -0.10], [-0.06, 0.01, 0.01], [0.00, -0.04, -0.03], [-0.12, -0.14, 0.09], [0.05, -0.03, -0.12], [-0.08, -0.11, 0.05], [-0.01, 0.05, 0.01], [-0.20, 0.00, -0.09], [0.03, 0.08, 0.00], [-0.15, -0.43, 0.35], [-0.05, 0.52, -0.07], [0.02, 0.07, 0.03], [0.08, 0.12, 0.01], [0.02, -0.07, 0.00], [0.06, 0.04, 0.02], [0.04, 0.04, 0.08], [0.14, 0.17, 0.48], [-0.20, -0.70, 0.47], [0.09, -0.08, 0.06], [0.05, 0.06, 0.06], [0.02, -0.02, 0.03], [0.06, 0.11, -0.15], [0.07, -0.03, 0.03], [0.02, 0.00, 0.09], [-0.03, 0.05, -0.05], [-0.06, -0.04, -0.01], [-0.18, 0.03, -0.11], [-0.03, 0.45, -0.48], [-0.01, -0.03, 0.00], [0.04, -0.13, -0.08], [-0.03, -0.07, -0.01], [0.08, 0.01, 0.10], [-0.03, -0.07, -0.02], [-0.07, 0.10, -0.53], [-0.01, -0.07, -0.01], [0.06, 0.06, 0.09], [-0.10, 0.06, -0.04], [-0.01, 0.02, -0.07], [0.09, -0.04, 0.05], [-0.13, 0.01, 0.04], [0.54, 0.08, -0.13], [-0.03, -0.02, -0.01], [0.16, 0.04, -0.12], [0.00, -0.03, 0.06], [0.11, 0.03, -0.06], [0.03, -0.05, 0.19], [0.42, -0.14, 0.18], [-0.07, 0.07, -0.19], [0.01, 0.00, -0.04], [-0.04, -0.03, 0.03], [0.04, 0.06, -0.01], [0.00, -0.03, 0.13], [0.03, 0.11, 0.06], [-0.01, -0.04, -0.01], [0.11, 0.07, 0.06], [0.10, 0.09, 0.04], [-0.02, 0.07, -0.01]]
}